Below is a molecular structure, C34H38CoN10O3, with properties calculated with the ωB97M-V functional and the def2-TZVPD basis.

Results
LUMO energy (alpha / beta) ... -0.2477 / -0.2134 Ha
Energy above the lowest of the compared OMol25 structures with the same formula, charge and spin ... 34.1 kcal/mol
2S+1 ... 2
Strongest force on any atom ... 0.030 Eh/bohr
E ... -3474.004908 a.u.
E_HOMO (alpha / beta) ... -0.4611 / -0.4611 Eh
Frontier orbital gap (alpha / beta) ... 0.2134 / 0.2478 hartree
Total charge ... +2

The geometry in XYZ format:
```
86
Properties=species:S:1:pos:R:3:forces:R:3:lowdin_charge:R:1
H 2.1641 1.3054 -1.8331 0.0 -0.1 0.1 0.0688
C -3.4708 2.0533 -3.0772 -0.1 0.1 -0.4 -0.1802
H -1.5522 -3.7601 -4.5774 0.0 0.0 0.0 0.1170
H -0.9551 -1.6280 -4.9098 -0.1 -0.1 0.0 0.1436
H -3.5334 1.2644 -1.2669 0.1 -0.1 0.0 0.1161
C 2.5337 -2.2896 2.9974 0.0 0.0 0.0 0.0123
N -0.6911 -1.0830 -4.0985 0.0 0.3 0.0 0.0886
C -0.4702 3.8797 3.6872 0.0 -0.1 0.5 -0.0524
C -1.3866 3.3122 -3.6919 -0.1 -0.2 0.0 -0.1095
H 2.6154 0.5464 0.0025 0.0 0.0 -0.1 0.1417
H 3.7141 1.8517 -3.6389 0.0 0.0 0.0 0.1198
H -1.4784 0.4011 7.6743 0.0 0.0 0.0 0.1261
N 2.0286 -1.4691 0.3043 0.0 0.3 -0.1 -0.0903
O -1.5366 -0.4768 -2.0826 0.4 0.3 0.2 -0.0245
C 0.8508 3.1817 -4.8231 0.0 0.0 0.0 0.0164
H 0.4296 3.7242 -5.6585 0.0 0.0 0.0 0.1307
H 2.8281 3.0570 -5.6559 0.0 0.0 0.0 0.1273
N 0.5184 0.0510 -0.0893 -0.4 0.2 -0.8 0.0413
C -2.5007 -2.3996 -3.1590 0.0 -0.1 0.1 -0.0716
C 2.6751 2.1382 -3.7158 0.0 0.0 0.0 -0.0311
H 3.7066 -4.8814 1.1767 -0.1 0.0 0.0 0.1191
C -0.7662 2.9045 4.8081 -0.1 0.0 -0.1 -0.2014
H -1.0916 -1.3657 0.1876 0.0 0.0 -0.1 0.1278
C 2.1976 -4.3632 4.1675 0.0 0.1 0.1 0.0109
C 0.0396 2.8694 -3.7391 0.1 0.2 0.0 -0.2548
H 3.5301 -2.8420 -0.1921 0.0 0.0 0.0 0.1304
H -1.7986 1.2209 -4.0929 0.0 0.0 -0.1 0.0849
C -1.6343 -3.6408 -3.4946 0.0 0.0 0.1 -0.1572
H -4.1411 1.2389 -3.3540 0.0 0.0 0.1 0.1341
H 0.4511 1.3413 3.9796 0.0 0.0 0.0 0.1135
H 0.1018 -4.6578 -2.7475 0.0 0.0 0.1 0.1210
H 1.8479 -3.1252 -3.2075 0.0 0.0 -0.1 0.1145
H 0.8970 -3.2956 -4.6757 0.0 -0.1 0.0 0.1220
H 0.5995 4.0737 3.6142 0.0 0.0 -0.1 0.1393
Co -0.7914 1.3089 -1.2358 -0.8 -0.7 1.1 0.7102
C -0.2044 1.6373 4.7919 0.1 0.0 0.0 0.0204
H 4.0650 -1.4295 0.7295 -0.1 0.1 0.0 0.1365
C -1.8480 2.3760 6.8942 0.0 0.0 0.0 -0.0354
O 0.9130 -0.9556 4.7598 0.1 0.3 -0.4 0.1118
C 3.2565 -4.3379 1.9989 0.1 0.0 -0.1 -0.0202
C -1.5785 -1.2196 -3.0723 0.0 0.0 -0.4 -0.4360
C 0.8786 -2.8978 -3.6570 -0.1 0.2 0.1 -0.1569
H -0.2898 -3.2133 -1.8500 0.1 0.0 0.1 0.0948
H 2.9815 -6.0945 3.1918 0.0 0.0 0.0 0.1177
N -0.9299 3.3992 2.3850 0.2 -0.2 -0.3 -0.0898
N -2.2128 3.5557 2.0207 -0.1 0.1 0.1 0.1604
H -1.5348 4.1696 -4.3445 0.0 0.0 0.0 0.1310
C 0.7121 -1.3733 -3.7405 0.1 -0.2 0.0 -0.1510
C -0.0333 -1.1805 0.1399 0.2 0.0 0.3 -0.1806
H -0.9841 4.8194 3.8724 0.0 0.0 -0.1 0.1337
C -0.4591 0.7402 5.8240 0.0 0.3 -0.1 -0.1305
C -0.2247 -3.6242 -2.8607 0.0 0.0 -0.2 -0.1701
H -2.7646 2.3199 -5.0680 0.0 0.0 0.0 0.1344
C -2.2810 3.0059 0.8415 0.0 0.1 0.0 -0.1584
N 0.7482 -2.5922 6.1986 0.5 -0.6 -0.6 0.1302
H -2.0310 4.2603 5.8900 0.0 0.0 0.0 0.1214
H 1.7975 -4.9040 5.0145 0.0 0.0 0.0 0.1281
C -1.2884 1.1117 6.8816 0.0 0.0 -0.1 0.0080
C 1.8019 1.8339 -2.6939 0.0 0.0 -0.1 -0.1237
C -1.5908 3.2710 5.8631 0.0 0.1 0.0 -0.0164
N 0.5019 2.1609 -2.6912 -0.1 0.1 -0.1 0.0615
H 2.4277 -1.2119 2.9635 -0.1 0.0 0.0 0.1228
H -2.1680 -4.5182 -3.1313 0.0 0.0 0.0 0.1215
C 3.0792 -2.9665 1.9180 -0.2 0.3 -0.1 -0.2125
O -2.9156 1.8163 -1.7596 0.5 0.0 0.1 -0.1364
H 0.7904 2.5261 1.4786 0.0 -0.1 0.1 0.1407
C -2.3444 2.1653 -4.0749 0.0 0.0 0.3 -0.1467
H 0.9183 -0.8897 -2.7843 0.0 0.0 0.0 0.0913
H -4.0396 2.9842 -3.0412 -0.1 -0.1 0.1 0.1373
C 0.1357 -0.5823 5.7997 0.1 -0.9 0.5 -0.2811
N 0.8493 -2.1110 0.3703 -0.1 -0.2 0.1 0.1660
C 3.2787 -2.1781 0.6344 0.2 -0.4 0.3 -0.0415
C 2.8425 -5.0235 3.1366 0.0 -0.1 0.0 -0.0381
C -0.2624 2.7471 1.4391 0.0 0.3 0.0 -0.0998
C 1.2664 -2.2301 5.0684 -0.4 0.0 0.8 -0.2753
C 1.8252 -0.1852 0.0270 0.1 0.0 0.3 -0.1235
H -3.2730 -2.2499 -3.9172 0.0 0.1 0.0 0.1366
C 2.0450 -2.9798 4.0992 0.1 0.1 -0.4 -0.1243
N 0.0225 -1.5419 6.6659 -0.4 0.9 0.1 0.1280
N -1.0864 2.4869 0.4264 0.3 -0.4 -0.8 0.0197
H -2.4907 2.6697 7.7127 0.0 0.0 0.0 0.1190
H -3.0050 -2.5186 -2.2006 0.0 0.1 0.0 0.1292
H 1.3700 -0.9459 -4.4960 0.0 0.1 0.1 0.1231
H -1.5975 3.6337 -2.6685 0.0 0.1 0.0 0.1162
C 2.1822 2.8128 -4.8233 0.0 -0.1 0.1 -0.0137
H -3.1824 3.0059 0.2556 0.1 0.0 0.0 0.1160
```
Forces are in eV/Å.